(1)
DFT (the ωB97M-V functional and the def2-TZVPD basis) results for C38H62Ge3N3O4PdSi3 as an isolated structure.

Geometry (Å):
Pd1 -0.1438 -0.0547 -0.0639
C1 5.0533 -1.5183 3.8325
O1 4.0599 -1.9815 4.7247
C2 2.7592 -1.7966 4.3580
C3 1.8170 -2.4026 5.2003
C4 0.4997 -2.3326 4.8356
C5 0.0508 -1.7042 3.6595
C6 -1.3535 -1.8805 3.2919
C7 -2.3399 -2.2145 4.4049
O2 -1.7587 -1.7987 2.1441
C8 0.9960 -1.0080 2.8382
O3 0.7551 -0.2958 1.7880
C9 2.3636 -1.0968 3.2449
H1 6.0045 -1.8649 4.2315
H2 5.0598 -0.4277 3.7857
H3 4.9084 -1.9240 2.8260
H4 2.1485 -2.9327 6.0827
H5 -0.2282 -2.8292 5.4632
H6 -2.2424 -3.2639 4.6943
H7 -3.3433 -2.0489 4.0330
H8 -2.1720 -1.6027 5.2915
H9 3.0810 -0.6214 2.5930
C10 -0.2487 2.7598 2.2896
Si1 -2.0693 2.2786 2.3485
C11 -2.3714 1.3887 3.9867
C12 -3.0135 3.9169 2.4746
Ge1 -2.4864 0.9651 0.4002
Si2 -3.1384 2.7069 -1.1494
C13 -3.5966 1.9923 -2.8512
C14 -1.7923 4.0184 -1.4572
C15 -4.6334 3.7913 -0.7015
Si3 -4.5458 -0.2822 0.3784
C16 -5.0474 -1.3680 1.8348
C17 -6.1134 0.7497 0.0958
C18 -4.5144 -1.4687 -1.1013
H10 0.0159 3.3897 3.1468
H11 -0.0242 3.3162 1.3756
H12 0.3780 1.8685 2.2980
H13 -2.2641 2.0970 4.8150
H14 -1.6354 0.5943 4.1324
H15 -3.3711 0.9467 4.0390
H16 -2.7880 4.4001 3.4319
H17 -4.0956 3.7767 2.4117
H18 -2.7155 4.6004 1.6748
H19 -2.8242 1.3296 -3.2469
H20 -3.7537 2.8015 -3.5740
H21 -4.5239 1.4140 -2.7937
H22 -0.9658 3.9598 -0.7483
H23 -2.2449 5.0136 -1.3895
H24 -1.3561 3.9230 -2.4538
H25 -5.5331 3.2429 -0.4306
H26 -4.8667 4.4117 -1.5760
H27 -4.3843 4.4650 0.1193
H28 -5.2824 -0.7672 2.7189
H29 -4.2633 -2.0740 2.0895
H30 -5.9540 -1.9156 1.5527
H31 -6.2135 1.5452 0.8381
H32 -6.9846 0.0911 0.1884
H33 -6.1443 1.2061 -0.8961
H34 -3.8108 -2.2827 -0.9154
H35 -4.2182 -0.9657 -2.0254
H36 -5.5069 -1.9090 -1.2489
C19 3.3078 2.8140 -1.1196
Ge2 3.8290 1.0647 -0.3792
C20 5.5082 0.5368 -1.2898
C21 4.3155 1.4423 1.4871
Ge3 2.1348 -0.6704 -0.7374
C22 2.7551 -2.3830 0.0369
C23 1.8957 -3.1861 0.7852
C24 2.3265 -4.3905 1.3282
C25 3.6327 -4.8164 1.1303
C26 4.5022 -4.0356 0.3787
C27 4.0620 -2.8338 -0.1631
C28 2.3610 -1.0395 -2.6905
C29 2.1659 -2.3274 -3.2002
C30 2.2544 -2.5955 -4.5607
C31 2.5464 -1.5742 -5.4560
C32 2.7485 -0.2874 -4.9740
C33 2.6508 -0.0277 -3.6113
H37 3.6786 3.5967 -0.4534
H38 2.2287 2.9062 -1.2123
H39 3.7566 2.9650 -2.1046
H40 6.1056 1.4240 -1.5168
H41 5.3032 0.0109 -2.2238
H42 6.1009 -0.1171 -0.6459
H43 4.9168 2.3548 1.5073
H44 4.9095 0.6339 1.9105
H45 3.4294 1.5896 2.1059
H46 0.8813 -2.8485 0.9698
H47 1.6439 -4.9864 1.9227
H48 3.9734 -5.7498 1.5623
H49 5.5238 -4.3609 0.2164
H50 4.7523 -2.2358 -0.7513
H51 1.9489 -3.1413 -2.5148
H52 2.1020 -3.6063 -4.9224
H53 2.6278 -1.7813 -6.5169
H54 2.9954 0.5167 -5.6596
H55 2.7996 0.9897 -3.2612
C34 0.0465 2.3203 -4.9272
N1 -0.3641 1.1612 -4.1464
C35 -0.8417 0.0634 -4.7757
C36 -1.1791 -1.0497 -4.1010
C37 -1.0059 -1.0225 -2.6846
N2 -0.5330 0.0539 -2.0649
C38 -0.1151 1.1598 -2.7655
O4 0.4457 2.0971 -2.2388
N3 -1.3024 -2.0843 -1.9391
H56 -0.8170 2.7594 -5.4280
H57 0.7950 2.0271 -5.6646
H58 0.4771 3.0440 -4.2433
H59 -0.9290 0.1402 -5.8513
H60 -1.5471 -1.9300 -4.6040
H61 -1.6803 -2.9176 -2.3497
H62 -1.1972 -2.0002 -0.9336

HOMO level ... -3.607 eV
Energy above the lowest of the compared OMol25 structures with the same formula, charge and spin ... 25.6 kJ/mol
Kohn-Sham gap ... 5.90 eV
Net charge ... -1
Electronic energy ... -249739.4247 eV

Results of the Löwdin charge analysis, in e, for atoms 1 through 5: Pd 0.494; C -0.085; O -0.083; C -0.285; C -0.033


(2)
DFT (the ωB97M-V functional and the def2-TZVPD basis) results for C38H64CsN10O11P4 as an isolated structure at a distorted geometry.

Geometry (Å):
Cs1 -16.9525 -2.4774 12.6646
O1 -13.0109 -2.0352 9.4516
P1 -14.5874 -1.7511 9.6214
O2 -15.2547 -1.5883 8.3038
O3 -14.7668 -0.6363 10.6475
O4 -15.1998 -3.1601 10.3315
P2 -14.3549 -4.0547 11.3688
O5 -13.8719 -5.2908 10.4877
O6 -15.3171 -4.7727 12.3129
O7 -13.1899 -3.2474 11.9582
H1 -12.6397 -2.3387 10.3116
H2 -13.1608 -5.0770 9.8804
O8 -17.7460 -5.1716 11.7419
H3 -16.7403 -5.3130 11.7528
H4 -18.0691 -5.6389 10.9476
O9 -18.3891 -5.2775 14.3934
H5 -18.2946 -5.4954 13.4291
H6 -19.3305 -5.4233 14.5978
O10 -13.7120 -0.7078 13.2926
H7 -14.1387 -0.4928 12.4211
H8 -13.3704 -1.6048 13.0728
C1 -12.8298 -8.3661 16.0927
N1 -13.7960 -8.1372 15.0110
C2 -15.2419 -8.3932 15.4369
N2 -15.6242 -7.6929 16.6591
C3 -14.5747 -8.0023 17.7082
N3 -13.2378 -7.6557 17.3286
C4 -12.9732 -6.2197 17.3255
P3 -14.0361 -5.5414 15.9712
C5 -13.6223 -6.7099 14.5995
C6 -15.7456 -6.2531 16.5000
H9 -11.7938 -7.9756 15.8453
H10 -12.7392 -9.4456 16.2895
H11 -13.5931 -8.7752 14.1878
H12 -15.3620 -9.4729 15.5956
H13 -15.9453 -8.0588 14.6392
H14 -14.6213 -9.0934 17.8663
H15 -14.7801 -7.4956 18.6311
H16 -11.8768 -6.0289 17.1644
H17 -13.2750 -5.7975 18.3099
H18 -12.6329 -6.4786 14.2130
H19 -14.3155 -6.5176 13.7619
H20 -16.4696 -5.9443 15.7134
H21 -16.0174 -5.7898 17.4473
C7 -22.4901 2.1211 12.9471
C8 -21.2130 2.2671 12.2129
N4 -20.1625 2.3380 11.7405
H22 -22.4983 2.7657 13.8249
H23 -22.5700 1.0613 13.2782
H24 -23.3420 2.4117 12.3415
N5 -15.5446 5.8780 15.3978
C9 -16.7658 5.2796 15.3996
O11 -17.8038 5.8659 15.6775
C10 -16.8303 3.8150 15.0591
C11 -18.1310 3.2710 15.0761
C12 -18.2785 1.9278 14.8264
N6 -17.2265 1.1116 14.5983
C13 -15.9906 1.6108 14.6199
C14 -15.7521 2.9765 14.8298
H25 -15.5830 6.8344 15.7300
H26 -14.6516 5.3899 15.4841
H27 -18.9746 3.9144 15.3645
H28 -19.2411 1.4508 14.7016
H29 -15.1367 0.9433 14.5297
H30 -14.7423 3.3239 14.8012
C15 -24.6779 -5.2342 9.3229
C16 -23.7650 -4.2409 10.0173
C17 -24.1996 -3.7208 11.2427
C18 -23.3592 -2.9260 12.0508
C19 -23.7569 -2.6896 13.4792
C20 -22.2138 -2.4227 11.5004
C21 -21.6882 -2.8799 10.2218
C22 -22.5396 -3.8174 9.4978
N7 -20.4264 -2.5343 10.0222
C23 -19.8344 -2.1336 8.7407
C24 -18.8118 -3.1745 8.2673
C25 -19.0040 -0.9140 9.1613
C26 -20.8202 -1.8527 7.5780
H31 -25.2197 -5.7692 10.0991
H32 -24.1284 -5.8739 8.6371
H33 -25.4354 -4.7237 8.6696
H34 -25.2073 -4.0282 11.5513
H35 -24.8507 -2.7359 13.5739
H36 -23.4286 -1.7436 13.9198
H37 -23.3260 -3.5526 14.0903
H38 -21.5471 -1.8325 12.1227
H39 -22.1962 -4.1757 8.5060
H40 -18.3775 -3.6355 9.1790
H41 -17.9659 -2.5818 7.7420
H42 -19.1985 -4.0017 7.6155
H43 -19.6084 -0.0561 9.4791
H44 -18.3514 -0.5649 8.2936
H45 -18.4254 -1.1375 10.0485
H46 -21.3677 -2.7787 7.2462
H47 -20.2985 -1.3392 6.7460
H48 -21.6286 -1.1384 7.8856
N8 -18.3346 3.2049 9.7277
C27 -17.0816 2.8209 9.9148
C28 -16.6833 2.3332 11.2449
N9 -15.4779 1.9599 11.4645
C29 -14.6291 1.8504 10.4199
C30 -15.0025 2.3722 9.1626
N10 -16.1995 2.8722 8.8984
H49 -19.0398 3.0479 10.4466
H50 -18.5699 3.6904 8.8658
H51 -17.3884 2.2386 12.0477
H52 -13.6583 1.3944 10.6704
H53 -14.3214 2.3906 8.3357
C31 -19.1986 -0.2237 17.4837
P4 -18.1132 -1.1796 16.3692
C32 -18.5977 -2.8379 16.9239
C33 -16.4938 -0.8978 17.1866
C34 -16.3484 -0.5486 18.5073
C35 -15.0644 -0.3508 19.0239
C36 -13.9512 -0.8748 18.3908
C37 -14.1053 -1.3220 17.0486
C38 -15.3401 -1.2529 16.4374
H54 -19.3913 -0.8640 18.3626
H55 -20.2089 -0.0630 17.0330
H56 -18.8365 0.7249 17.8614
H57 -18.5517 -2.8648 18.0276
H58 -17.9340 -3.5958 16.4539
H59 -19.5998 -3.0164 16.5476
H60 -17.2419 -0.4767 19.1468
H61 -15.0088 0.2084 20.0059
H62 -12.9599 -0.8729 18.8556
H63 -13.2731 -1.6858 16.5142
H64 -15.4615 -1.5292 15.3692

HOMO level ... -2.111 eV
Energy above the lowest of the compared OMol25 structures with the same formula, charge and spin ... 335.2 kJ/mol
Kohn-Sham gap ... 2.33 eV
Net charge ... -1
Electronic energy ... -115577.2395 eV

Results of the Löwdin charge analysis, in e, for atoms 1 through 5: Cs 0.980; O -0.165; P 0.226; O -0.302; O -0.379


(3)
DFT (the ωB97M-V functional and the def2-TZVPD basis) results for a 3-piece molecular cluster, C38H66F2I2O6Si overall at a distorted geometry.

Geometry (Å):
C1 1.7581 3.3339 -0.2726
C2 0.8271 2.7609 -0.7850
C3 -0.1986 1.9072 -1.4661
O1 -0.2325 0.5074 -1.3326
C4 0.5215 -0.2450 -0.4261
C5 0.4243 0.1228 1.0892
F1 1.4233 0.9170 1.5759
F2 0.3549 -1.0739 1.8261
C6 -0.9346 0.8372 1.4664
C7 -0.7516 2.2110 2.2044
Si1 -2.4211 3.1639 2.2625
C8 -2.8026 3.9033 3.9655
C9 -2.2184 4.6610 1.0757
C10 -3.8743 2.1530 1.5876
C11 -4.4727 2.5288 0.3388
C12 -5.5780 1.8212 -0.2027
C13 -6.1529 0.7028 0.4605
C14 -5.5769 0.3276 1.6987
C15 -4.4687 1.0292 2.2388
C16 1.9790 -0.6977 -0.9407
C17 2.5603 -1.8589 -0.0476
C18 3.2574 -1.4060 1.2772
C19 4.6420 -2.1582 1.4669
C20 5.6418 -1.2816 2.3213
C21 7.1152 -1.4224 1.7699
C22 7.4801 -0.2911 0.7625
C23 7.8065 1.0788 1.4435
C24 8.8015 1.9631 0.6442
O2 8.1978 3.2520 0.3175
C25 9.1506 4.1797 -0.0349
C26 10.3204 3.8416 -1.0067
O3 9.0848 5.3024 0.3884
O4 2.7970 0.4476 -0.8812
C27 4.1462 0.3229 -1.2813
C28 1.6433 -1.2040 -2.4283
I1 1.8361 0.3743 -3.9344
C29 2.4749 -2.4268 -2.9877
C30 1.5475 -3.0714 -4.1254
I2 4.2977 -1.8872 -4.0925
H1 2.4657 3.8866 0.3346
H2 -0.1356 2.1578 -2.5518
H3 -1.1969 2.3217 -1.1654
H4 0.0155 -1.2451 -0.4388
H5 -1.5360 0.2085 2.1591
H6 -1.5856 1.0117 0.5887
H7 -0.5041 1.9846 3.2684
H8 -0.0378 2.9060 1.7306
H9 -3.2150 3.0974 4.6090
H10 -3.5453 4.7265 3.8825
H11 -1.8793 4.2893 4.4429
H12 -1.1835 5.0463 1.2453
H13 -2.9470 5.4671 1.2818
H14 -2.2439 4.3244 0.0191
H15 -4.1339 3.3929 -0.2526
H16 -5.9956 2.1583 -1.1695
H17 -7.0084 0.2019 -0.0122
H18 -6.0453 -0.5276 2.2181
H19 -4.0668 0.7048 3.2137
H20 3.3646 -2.4222 -0.5696
H21 1.7328 -2.5662 0.1720
H22 2.6826 -1.6644 2.1931
H23 3.4969 -0.3310 1.3407
H24 5.1609 -2.3426 0.5023
H25 4.4701 -3.1361 1.9667
H26 5.3917 -0.2038 2.2211
H27 5.6078 -1.5748 3.3894
H28 7.2997 -2.4148 1.3133
H29 7.8186 -1.3058 2.6293
H30 8.3719 -0.5635 0.1473
H31 6.6706 -0.1047 0.0178
H32 6.8556 1.6559 1.5117
H33 8.1856 0.9699 2.4828
H34 9.7178 2.1969 1.2315
H35 9.1456 1.4970 -0.3072
H36 10.7001 4.7946 -1.4187
H37 11.1337 3.3490 -0.4306
H38 10.0007 3.1431 -1.8037
H39 4.5638 -0.6964 -1.3700
H40 4.7749 0.8873 -0.5511
H41 4.2952 0.8332 -2.2600
H42 0.5849 -1.5270 -2.5211
H43 2.6489 -3.2623 -2.2920
H44 1.1510 -4.0577 -3.7977
H45 0.7462 -2.3811 -4.4506
H46 2.1429 -3.2898 -5.0375
C31 -2.7451 0.6271 -4.1984
C32 -4.0257 1.0224 -3.4814
O5 -5.0660 1.4345 -4.3523
C33 -5.5152 0.4734 -5.2909
C34 -6.0734 -0.7890 -4.6560
H47 -2.3936 1.4431 -4.8330
H48 -1.9652 0.3782 -3.4757
H49 -2.8938 -0.2437 -4.8409
H50 -3.8143 1.8749 -2.8327
H51 -4.3757 0.2168 -2.8267
H52 -4.7168 0.2328 -6.0019
H53 -6.3044 0.9581 -5.8674
H54 -5.3119 -1.3287 -4.0898
H55 -6.4581 -1.4625 -5.4233
H56 -6.8812 -0.5438 -3.9635
C35 -5.2181 -4.9657 2.6071
C36 -6.0996 -4.0002 3.3807
O6 -7.1747 -3.4744 2.6217
C37 -8.1071 -4.4138 2.1150
C38 -8.8090 -5.2231 3.1920
H57 -4.8347 -4.4921 1.7015
H58 -4.3767 -5.2886 3.2218
H59 -5.7680 -5.8578 2.3005
H60 -5.4970 -3.1432 3.6881
H61 -6.4732 -4.4610 4.3016
H62 -7.6256 -5.0719 1.3831
H63 -8.8518 -3.8360 1.5658
H64 -8.1085 -5.8441 3.7535
H65 -9.5553 -5.8823 2.7465
H66 -9.3028 -4.5619 3.9066

HOMO level ... -8.492 eV
Kohn-Sham gap ... 8.40 eV
Net charge ... 0
Electronic energy ... -82270.2800 eV

Results of the Löwdin charge analysis, in e, for atoms 1 through 5: C 0.128; C -0.093; C -0.241; O -0.139; C -0.170


(4)
DFT (the ωB97M-V functional and the def2-TZVPD basis) results for a 4-piece molecular cluster, C38H69ClF9IN4O7PS2 overall at a distorted geometry.

Geometry (Å):
C1 -1.2589 1.2742 5.2667
C2 -1.2042 2.3604 4.1938
C3 -0.4865 1.8955 2.9161
C4 -1.2788 2.1343 1.6236
C5 -0.7978 1.2850 0.4369
C6 -1.8719 0.3369 -0.1205
C7 -2.1554 -0.8256 0.8451
C8 -1.3663 -2.0896 0.4649
N1 -0.9386 -2.8182 1.6634
C9 -0.8226 -4.2978 1.5110
C10 -1.1398 -5.0364 2.8162
C11 -0.1113 -6.1004 3.2023
C12 0.2429 -7.1125 2.1118
C13 1.4624 -7.9655 2.4596
C14 2.7813 -7.1663 2.4495
C15 3.7134 -7.4028 3.6436
C16 3.0325 -7.3950 5.0192
C17 0.2148 -2.3078 2.2715
S1 0.2776 -1.9402 3.8478
S2 1.6667 -2.1490 1.2349
C18 2.2788 -0.5257 1.7557
C19 3.6397 -0.6401 2.4349
C20 3.9789 0.6751 3.1325
C21 5.2928 0.7758 3.8783
C22 5.4552 2.1389 4.5778
I1 5.6483 3.7365 3.1964
N2 4.4580 2.3576 5.5797
C23 4.6574 1.4491 6.6892
C24 4.8195 -0.0575 6.3701
N3 3.7022 -0.8921 6.5538
C25 2.4353 -0.7103 5.8508
C26 1.5395 0.4091 6.4005
N4 5.5745 -0.2361 4.9905
P1 5.6080 -2.0301 4.4964
O1 6.2752 -2.4089 5.9242
Cl1 7.2612 -1.8323 3.3235
H1 -1.5407 1.7038 6.2292
H2 -2.0052 0.5144 5.0327
H3 -0.2858 0.7930 5.3874
H4 -0.6806 3.2230 4.6096
H5 -2.2154 2.6853 3.9460
H6 0.4715 2.4160 2.8168
H7 -0.2638 0.8260 2.9907
H8 -1.2453 3.1955 1.3731
H9 -2.3256 1.8855 1.8228
H10 0.0343 0.6577 0.7863
H11 -0.4067 1.9060 -0.3702
H12 -1.5369 -0.0461 -1.0860
H13 -2.7887 0.9090 -0.2375
H14 -3.2164 -1.0661 0.7844
H15 -1.8890 -0.5614 1.8685
H16 -0.5181 -1.7914 -0.1600
H17 -1.9835 -2.7515 -0.1387
H18 0.1840 -4.5565 1.1628
H19 -1.5166 -4.5919 0.7283
H20 -1.2035 -4.3049 3.6204
H21 -2.1199 -5.5100 2.7372
H22 0.7956 -5.6214 3.5848
H23 -0.5212 -6.6808 4.0341
H24 -0.6239 -7.7637 1.9693
H25 0.4324 -6.6259 1.1517
H26 1.2996 -8.4821 3.4070
H27 1.5346 -8.7396 1.6931
H28 2.5657 -6.0984 2.3585
H29 3.3303 -7.4488 1.5494
H30 4.2955 -8.3133 3.4987
H31 4.4485 -6.5911 3.6349
H32 2.8818 -8.4064 5.3956
H33 3.6515 -6.8899 5.7611
H34 2.0656 -6.8945 4.9889
H35 1.5534 -0.1195 2.4595
H36 2.3333 0.0837 0.8549
H37 4.4004 -0.8761 1.6865
H38 3.5575 -1.4636 3.1432
H39 4.0438 1.4406 2.3555
H40 3.1225 0.9726 3.7420
H41 6.1089 0.6994 3.1583
H42 6.4121 2.1114 5.1069
H43 3.5148 2.3389 5.2150
H44 5.5688 1.7703 7.1997
H45 3.8576 1.5515 7.4152
H46 5.5532 -0.4080 7.0931
H47 3.9342 -1.8508 6.7533
H48 1.8897 -1.6463 5.9619
H49 2.5478 -0.5931 4.7709
H50 0.5015 0.0782 6.4008
H51 1.7990 0.6585 7.4266
H52 1.5686 1.3101 5.7846
H53 6.5563 -0.0606 5.2210
H54 6.9724 -3.0774 5.8384
C27 -3.0045 1.2904 -6.8883
C28 -2.6877 1.8860 -5.5355
O2 -3.7131 1.5522 -4.5705
C29 -3.6166 0.3668 -4.0006
O3 -2.7793 -0.4682 -4.1755
C30 -4.7577 0.1940 -2.9717
F1 -5.9287 0.6127 -3.4520
F2 -4.4640 0.9109 -1.8735
F3 -4.8721 -1.0821 -2.6158
H55 -3.9933 1.6005 -7.2116
H56 -2.2724 1.6203 -7.6241
H57 -2.9891 0.2013 -6.8478
H58 -2.6904 2.9727 -5.5842
H59 -1.7135 1.5650 -5.1691
C31 -3.1140 3.9536 -13.2886
C32 -2.7721 2.5453 -12.8602
O4 -3.3704 2.2268 -11.5816
C33 -4.6364 1.8472 -11.6143
O5 -5.3427 1.7314 -12.5692
C34 -5.1105 1.5089 -10.1823
F4 -4.7013 2.4335 -9.3030
F5 -4.6020 0.3248 -9.8067
F6 -6.4339 1.4347 -10.1337
H60 -2.8178 4.6684 -12.5208
H61 -2.5903 4.1951 -14.2128
H62 -4.1842 4.0611 -13.4600
H63 -1.7029 2.4293 -12.6998
H64 -3.0898 1.8098 -13.5975
C35 -4.5368 6.0636 -4.0806
C36 -4.4490 7.4519 -4.6697
O6 -3.0716 7.8694 -4.8054
C37 -2.4303 7.4170 -5.8682
O7 -2.8514 6.6995 -6.7258
C38 -0.9921 7.9871 -5.8889
F7 -0.4268 7.9193 -4.6780
F8 -1.0229 9.2696 -6.2701
F9 -0.2398 7.3042 -6.7459
H65 -4.0025 6.0183 -3.1311
H66 -5.5761 5.7863 -3.9109
H67 -4.0867 5.3322 -4.7514
H68 -4.9023 8.1922 -4.0151
H69 -4.9449 7.5095 -5.6374

HOMO level ... -10.675 eV
Kohn-Sham gap ... 7.81 eV
Net charge ... +1
Electronic energy ... -136852.9981 eV

Results of the Löwdin charge analysis, in e, for atoms 1 through 5: C -0.119; C -0.237; C -0.222; C -0.195; C -0.191


Question: What is the electronic energy in the fourth record?
Answer: -136852.9981 eV


Question: What is the net charge in the second record?
Answer: -1


Question: What is the HOMO level in the third record?
Answer: -8.492 eV